i | {"formula": "C6H14N2", "method": "ωB97M-V with the def2-TZVPD basis set", "species": ["C", "C", "C", "C", "C", "C", "N", "N", "H", "H", "H", "H", "H", "H", "H", "H", "H", "H", "H", "H", "H", "H"], "coordinates": [[0.93444, 2.16861, 1.53861], [0.67812, 1.35848, 0.28532], [0.65082, -0.15606, 0.62798], [0.37168, -1.07251, -0.55965], [0.58761, -0.80820, -1.89161], [-1.85627, -1.92510, -0.39208], [-0.43919, -2.24154, -0.20971], [-0.54196, 1.87661, -0.35960], [1.84592, 1.87571, 2.06051], [0.10425, 2.07988, 2.24393], [1.03916, 3.22328, 1.28635], [1.51250, 1.51335, -0.40118], [-0.15022, -0.33792, 1.34903], [1.62416, -0.42530, 1.04061], [1.27211, -0.04054, -2.24242], [1.28421, -1.69352, -1.37574], [-2.10985, -1.13395, 0.31619], [-2.08958, -1.59787, -1.40966], [-2.46760, -2.79071, -0.14425], [-0.14600, -2.90659, -0.91989], [-1.32596, 1.78989, 0.26980], [-0.77835, 1.24398, -1.11254]], "lowdin_charge": [-0.082, -0.461, -0.108, -0.429, 0.017, -0.118, -0.083, 0.052, 0.077, 0.079, 0.077, 0.128, 0.113, 0.126, 0.031, 0.144, 0.073, 0.077, 0.078, 0.095, 0.066, 0.049], "homo_lumo_gap_ev": 9.3, "e_homo_ev": -8.36, "e_lumo_ev": 0.892, "multiplicity": 1}


ii | {"formula": "C6H14N2", "method": "ωB97M-V with the def2-TZVPD basis set", "species": ["C", "C", "C", "N", "C", "C", "C", "N", "H", "H", "H", "H", "H", "H", "H", "H", "H", "H", "H", "H", "H", "H"], "coordinates": [[-2.45988, -0.22099, 1.62321], [-1.29216, -0.54028, 0.74186], [-0.32483, 0.31465, 0.35296], [-0.31493, 1.63144, 0.78966], [0.80135, -0.10852, -0.64193], [2.10646, 0.68990, -0.42970], [1.17575, -1.60374, -0.58948], [0.32127, 0.19721, -2.00363], [-2.15767, -0.19452, 2.67350], [-2.92869, 0.72926, 1.34973], [-3.22722, -0.99443, 1.51078], [-1.29017, -1.56385, 0.37788], [-1.18738, 1.96641, 1.18387], [0.10877, 2.29191, 0.14615], [2.90795, 0.32562, -1.08453], [1.98725, 1.75660, -0.65324], [2.45913, 0.60201, 0.60438], [0.33534, -2.26247, -0.83173], [1.54789, -1.87880, 0.40440], [1.96814, -1.83821, -1.31176], [-0.08361, 1.13168, -1.99650], [-0.45280, -0.43093, -2.21597]], "lowdin_charge": [-0.118, -0.141, -0.311, 0.106, -0.565, -0.060, -0.057, 0.059, 0.076, 0.064, 0.069, 0.086, 0.081, 0.080, 0.083, 0.068, 0.088, 0.069, 0.090, 0.083, 0.072, 0.079], "smiles": "C/C=C(\\N)C(C)(C)N", "homo_lumo_gap_ev": 8.7, "e_homo_ev": -7.83, "e_lumo_ev": 0.917, "multiplicity": 1}


Going by the computed energies, the most stable comes first: ii, i.


i | {"formula": "C6H14N2", "method": "ωB97M-V with the def2-TZVPD basis set", "species": ["C", "C", "N", "H", "H", "H", "H", "H", "H", "H", "C", "C", "C", "C", "N", "H", "H", "H", "H", "H", "H", "H"], "coordinates": [[-1.76936, 0.69769, -0.75495], [-2.60302, 1.81074, -0.22454], [-0.64521, 0.82271, -1.39135], [-0.32397, 1.78107, -1.50823], [0.29919, 0.08819, -1.00586], [-0.67199, 0.01715, 0.93445], [-2.14750, -0.31332, -0.64667], [-3.53343, 1.88759, -0.79516], [-2.07960, 2.76912, -0.27276], [-2.88431, 1.61160, 0.81253], [1.04497, -2.16510, -0.46030], [1.28100, -0.69737, -0.28115], [0.31777, -0.04230, 1.42848], [2.47976, -0.12488, -0.39672], [0.40699, -0.95378, 2.35351], [1.12779, -0.73316, 3.03882], [0.77918, 0.95311, 1.51086], [0.34844, -2.36130, -1.28186], [0.59798, -2.58608, 0.44283], [1.97201, -2.70801, -0.66365], [2.61247, 0.94864, -0.31051], [3.39085, -0.70231, -0.52779]], "lowdin_charge": [-0.226, -0.062, 0.089, 0.108, 0.083, 0.040, 0.127, 0.085, 0.083, 0.086, -0.118, -0.379, -0.283, -0.031, -0.007, 0.026, 0.088, 0.068, 0.057, 0.069, 0.045, 0.051], "homo_lumo_gap_ev": [7.5, 7.5], "e_homo_ev": [-7.31, -7.31], "e_lumo_ev": [0.228, 0.227], "multiplicity": 1}


ii | {"formula": "C6H14N2", "method": "ωB97M-V with the def2-TZVPD basis set", "species": ["C", "N", "C", "C", "C", "C", "C", "N", "H", "H", "H", "H", "H", "H", "H", "H", "H", "H", "H", "H", "H", "H"], "coordinates": [[0.35468, 1.72753, 0.89404], [0.57139, 0.24372, 0.90548], [-0.23485, -0.33382, -0.59535], [-0.54123, -1.85021, -0.51489], [-2.02197, -2.05173, -0.21608], [-2.83556, -2.82287, -0.93675], [1.72112, 2.42789, 0.91798], [2.42684, 2.11229, -0.35628], [-0.30398, 1.94999, 1.73362], [-0.06797, 2.01735, -0.08246], [0.95927, -0.12178, -0.02332], [-1.01705, 0.38716, -0.47961], [0.31594, -0.15323, -1.51453], [-0.44515, -2.18370, -1.55275], [0.12867, -2.40413, 0.13438], [-2.43195, -1.47247, 0.60415], [-3.88900, -2.85755, -0.68917], [-2.49922, -3.46616, -1.74747], [1.64867, 3.52276, 0.94376], [2.25549, 1.98422, 1.75990], [3.40096, 2.38588, -0.32125], [2.43082, 1.09839, -0.41162]], "lowdin_charge": [-0.277, -0.024, -0.137, -0.185, -0.190, -0.007, -0.277, -0.021, 0.106, 0.097, -0.001, 0.084, 0.111, 0.102, 0.114, 0.100, 0.048, 0.058, 0.106, 0.097, 0.058, 0.038], "homo_lumo_gap_ev": 10.1, "e_homo_ev": -8.98, "e_lumo_ev": 1.113, "multiplicity": 1}


Going by the computed energies, the most stable comes first: ii, i.


i | {"formula": "C6H14N2", "method": "ωB97M-V with the def2-TZVPD basis set", "species": ["C", "C", "C", "C", "C", "N", "C", "N", "H", "H", "H", "H", "H", "H", "H", "H", "H", "H", "H", "H", "H", "H"], "coordinates": [[-1.38262, 0.04639, -0.84087], [1.53182, -1.09997, 2.13303], [2.46875, 0.43118, 0.57301], [-1.64732, 0.42978, -2.29705], [-1.78439, 1.18235, 0.10823], [1.90446, -0.86895, 0.88607], [0.36877, -1.20809, 0.07551], [0.03212, -0.23541, -0.70653], [-1.99108, -0.84097, -0.58936], [0.61307, -2.21102, -0.28226], [-0.24619, -1.36351, 1.11720], [1.31721, -2.12020, 2.42541], [1.71672, -0.37852, 2.92965], [3.54990, 0.36118, 0.69676], [2.25522, 0.65906, -0.46958], [2.06175, 1.24481, 1.18389], [-1.22386, 2.08558, -0.13481], [-1.05196, 1.30352, -2.56341], [-2.70175, 0.66582, -2.44652], [-1.37410, -0.38619, -2.96561], [-1.56460, 0.91306, 1.14218], [-2.85192, 1.39009, 0.02507]], "lowdin_charge": [-0.497, 0.006, -0.108, -0.082, -0.077, -0.148, -0.258, -0.023, 0.128, 0.112, 0.118, 0.081, 0.091, 0.083, 0.072, 0.084, 0.074, 0.073, 0.070, 0.069, 0.062, 0.070], "homo_lumo_gap_ev": [6.9, 6.9], "e_homo_ev": [-7.17, -7.15], "e_lumo_ev": [-0.273, -0.285], "multiplicity": 1}


ii | {"formula": "C6H14N2", "method": "ωB97M-V with the def2-TZVPD basis set", "species": ["C", "C", "C", "C", "H", "H", "H", "H", "H", "H", "H", "H", "N", "C", "C", "N", "H", "H", "H", "H", "H", "H"], "coordinates": [[0.83133, -2.37648, 2.33695], [1.32611, -0.94750, 2.33718], [0.67896, 0.02306, 1.70448], [1.14661, 1.45785, 1.66576], [1.63543, -3.04720, 2.03670], [0.47748, -2.67080, 3.32899], [-0.02825, -2.49634, 1.67910], [2.30442, -0.78475, 2.77451], [-0.26039, -0.18157, 1.20185], [2.20393, 1.50177, 1.92932], [0.63699, 2.07089, 2.41238], [0.96093, 1.86718, 0.67415], [-0.71304, 2.29232, -2.02184], [-0.97549, 1.08461, -2.76449], [-1.23634, -0.03895, -2.10050], [-1.55653, -1.27340, -2.72363], [-1.53913, 2.87243, -2.01839], [0.04660, 2.80384, -2.44928], [-0.75599, 1.07473, -3.82825], [-1.18702, 0.01865, -1.01631], [-2.49580, -1.23473, -3.10546], [-1.50080, -2.01560, -2.05320]], "lowdin_charge": [-0.113, -0.182, -0.186, -0.104, 0.066, 0.067, 0.062, 0.098, 0.083, 0.068, 0.070, 0.054, -0.005, -0.220, -0.220, 0.017, 0.061, 0.062, 0.098, 0.088, 0.076, 0.058], "smiles": "C/C=C/C.N/C=C/N", "homo_lumo_gap_ev": 9.4, "e_homo_ev": -8.34, "e_lumo_ev": 1.064, "multiplicity": 1}


Going by the computed energies, the most stable comes first: ii, i.


i | {"formula": "C6H14N2", "method": "ωB97M-V with the def2-TZVPD basis set", "species": ["C", "C", "C", "C", "C", "C", "N", "N", "H", "H", "H", "H", "H", "H", "H", "H", "H", "H", "H", "H", "H", "H"], "coordinates": [[-0.98450, -0.81133, -0.96484], [-1.21234, -1.46275, 0.44460], [-1.90779, -1.58503, -1.85194], [0.49725, 1.56288, 1.33635], [2.74776, 1.18187, 0.36673], [1.57626, 0.60447, 1.08407], [-0.95384, 0.68013, -0.81719], [0.14910, -0.03928, -1.18387], [-2.29454, -1.47491, 0.80724], [-0.54264, -1.02164, 1.29259], [-1.06733, -2.57235, 0.14949], [-1.46562, -2.50431, -1.93660], [-1.88346, -1.23419, -2.79711], [-2.97929, -1.60319, -1.51119], [0.72375, 2.51552, 1.17541], [-0.47305, 1.37750, 0.85704], [0.01809, 1.39361, 2.41477], [2.45583, 1.45399, -0.76220], [3.58760, 0.47512, 0.48586], [3.09801, 2.05563, 0.78109], [1.38225, -0.30771, 1.54052], [-1.49235, 1.15247, -1.51399]], "lowdin_charge": [-0.560, -0.051, -0.040, -0.156, -0.125, -0.174, -0.019, 0.096, 0.086, 0.079, 0.089, 0.051, 0.038, 0.117, 0.020, 0.040, 0.127, 0.123, 0.072, 0.028, 0.052, 0.106], "homo_lumo_gap_ev": [7.1, 9.4], "e_homo_ev": [-6.97, -8.39], "e_lumo_ev": [0.149, 1.048], "multiplicity": 1}


ii | {"formula": "C6H14N2", "method": "ωB97M-V with the def2-TZVPD basis set", "species": ["C", "C", "N", "C", "C", "C", "C", "N", "H", "H", "H", "H", "H", "H", "H", "H", "H", "H", "H", "H", "H", "H"], "coordinates": [[-1.25291, -0.80826, -1.86785], [-1.17739, 0.54896, -1.17639], [-1.76460, 1.67410, -1.95439], [0.36490, 0.80154, -0.76847], [0.55002, 1.00467, 0.71064], [0.74057, -0.33283, 1.41443], [1.52128, -0.53820, 2.49266], [1.46074, -1.86666, 2.99366], [-1.30554, -0.88863, -2.97032], [-2.18646, -1.37976, -1.55105], [-0.35355, -1.40062, -1.62570], [-1.88277, 0.56713, -0.33864], [-2.48347, 1.15353, -2.45545], [-1.10894, 2.20487, -2.60595], [0.84442, 1.63909, -1.28066], [1.00457, -0.00658, -1.11308], [-0.13456, 1.64007, 1.27816], [1.53195, 1.45043, 0.94985], [0.07851, -1.08394, 1.03361], [2.11731, 0.23821, 2.93944], [2.02085, -2.17989, 3.76466], [1.41508, -2.43721, 2.13086]], "lowdin_charge": [-0.098, -0.419, -0.009, -0.168, -0.232, -0.144, -0.193, 0.000, 0.075, 0.090, 0.060, 0.123, 0.053, 0.092, 0.101, 0.094, 0.115, 0.104, 0.096, 0.105, 0.064, 0.090], "smiles": "C[C@H](N)CC/C=C/N", "homo_lumo_gap_ev": 8.9, "e_homo_ev": -7.81, "e_lumo_ev": 1.132, "multiplicity": 1}


iii | {"formula": "C6H14N2", "method": "ωB97M-V with the def2-TZVPD basis set", "species": ["C", "C", "C", "C", "N", "C", "N", "C", "H", "H", "H", "H", "H", "H", "H", "H", "H", "H", "H", "H", "H", "H"], "coordinates": [[2.79018, -0.02967, 2.04768], [1.69849, 0.43525, 1.46587], [1.07058, -0.20980, 0.25203], [-0.43461, -0.28163, 0.29444], [-0.91510, -1.12541, 1.35696], [-1.01463, -0.66407, -1.07681], [-0.95014, 0.31347, -2.17360], [-1.73425, 1.52869, -1.95020], [3.11015, 0.44895, 2.96674], [3.26345, -0.87755, 1.58807], [1.12581, 1.29526, 1.78301], [1.37975, 0.32645, -0.65660], [1.47471, -1.21014, 0.04468], [-0.86837, 0.69663, 0.53860], [-0.61499, -2.08827, 1.20190], [-1.92416, -1.13808, 1.41038], [-0.52164, -1.52848, -1.52976], [-2.07509, -0.89117, -0.93142], [0.00669, 0.57168, -2.36069], [-2.79589, 1.24980, -2.03620], [-1.51001, 2.30529, -2.66819], [-1.68868, 1.89432, -0.91862]], "lowdin_charge": [-0.001, -0.179, -0.188, -0.449, 0.046, -0.210, -0.125, -0.135, 0.054, 0.054, 0.100, 0.113, 0.120, 0.124, 0.082, 0.071, 0.117, 0.112, 0.081, 0.078, 0.074, 0.060], "smiles": "C=CC[C@H](N)CNC", "homo_lumo_gap_ev": 9.6, "e_homo_ev": -8.47, "e_lumo_ev": 1.088, "multiplicity": 1}


iv | {"formula": "C6H14N2", "method": "ωB97M-V with the def2-TZVPD basis set", "species": ["C", "C", "C", "N", "H", "H", "H", "H", "H", "H", "H", "C", "C", "C", "N", "H", "H", "H", "H", "H", "H", "H"], "coordinates": [[-2.06703, -1.27956, 0.96245], [-1.55939, 0.06703, 0.53350], [-1.12946, 0.34212, -0.74598], [-1.18952, -0.54574, -1.79860], [-2.14703, -1.32591, 2.04950], [-3.06711, -1.50239, 0.57456], [-1.41039, -2.08930, 0.62594], [-1.92063, 0.90634, 1.11305], [-0.94430, 1.36960, -1.03114], [-0.49521, -0.39602, -2.51610], [-1.24031, -1.51724, -1.52919], [1.98498, 1.47111, -0.85054], [1.59651, 0.03861, -0.62009], [1.18148, -0.43547, 0.60519], [1.25534, 0.27800, 1.78248], [2.95237, 1.73082, -0.40703], [1.23920, 2.15814, -0.43562], [2.07222, 1.67127, -1.91914], [2.03213, -0.68347, -1.29802], [1.00876, -1.49659, 0.73174], [1.21630, 1.27978, 1.66436], [0.63109, -0.04111, 2.50868]], "lowdin_charge": [-0.132, -0.220, -0.269, 0.069, 0.063, 0.073, 0.058, 0.084, 0.107, 0.082, 0.078, -0.132, -0.225, -0.264, 0.074, 0.073, 0.060, 0.065, 0.085, 0.108, 0.080, 0.083], "smiles": "C/C=C\\N.C/C=C\\N", "homo_lumo_gap_ev": 8.4, "e_homo_ev": -7.35, "e_lumo_ev": 1.020, "multiplicity": 1}


Going by the computed energies, the most stable comes first: iii, iv, ii, i.